No. 1
C5H10O2 | ωB97M-V/def2-TZVPD

Calculated values
ΔE to the lowest compared entry with this formula, charge and spin = 56.7 kcal/mol
E = -9440.5823 eV
HOMO = -0.3087 Ha
SMILES = C=C/C(O)=C/C.O
gap between HOMO and LUMO = 9.1 eV

Geometry (Å):
C (0.87278, 1.95522, 1.37289)
C (1.02235, 0.65731, 1.19573)
C (0.06954, -0.30100, 0.58362)
O (0.57170, -1.54845, 0.68380)
C (-1.02034, 0.09188, -0.09930)
C (-2.22790, -0.72750, -0.45923)
H (0.05223, 2.52615, 0.97374)
H (1.66262, 2.44938, 1.92576)
H (1.91373, 0.14378, 1.54727)
H (0.24487, -2.20455, 0.06103)
H (-1.06854, 1.14538, -0.30319)
H (-2.30899, -0.84194, -1.53833)
H (-3.14304, -0.31344, -0.04729)
H (-2.08880, -1.74782, -0.12290)
O (2.10549, -0.64820, -1.81653)
H (1.55628, -0.10851, -1.23554)
H (1.78602, -0.52769, -2.72153)

No. 2
C37H63FINO6 | ωB97M-V/def2-TZVPD

Calculated values
E = -63982.6388 eV
HOMO = -0.3229 Ha
SMILES = Cc1ccc(C[C@H]2C[C@@](CCF)(CCCI)NC2=O)cc1.C1CCOC1.C1CCOC1.C1CCOC1.C1CCOC1.C1CCOC1
gap between HOMO and LUMO = 9.2 eV

Geometry (Å):
C (7.72980, 1.36527, -2.59346)
C (6.42419, 0.65346, -2.83008)
C (5.80645, 0.70154, -4.07763)
C (4.59747, 0.05798, -4.29756)
C (3.95709, -0.64679, -3.28022)
C (2.62548, -1.31618, -3.51135)
C (1.36067, -0.56955, -3.04852)
C (1.38052, 0.43460, -1.89158)
C (0.26813, 1.49564, -2.24634)
C (-0.76854, 1.53554, -1.12452)
C (-0.15740, 1.81574, 0.23938)
F (-1.03963, 2.57296, 1.01241)
C (0.85341, 2.93151, -2.41067)
C (1.03723, 3.47962, -3.82667)
C (2.34768, 3.02060, -4.43362)
I (2.40008, 3.17562, -6.55103)
N (-0.37072, 1.03374, -3.48795)
C (0.50481, 0.08790, -4.10887)
O (0.46999, -0.18033, -5.27654)
C (4.58771, -0.72073, -2.04280)
C (5.79919, -0.07536, -1.82058)
H (8.04025, 1.25972, -1.55527)
H (8.51687, 0.96778, -3.23304)
H (7.62574, 2.42975, -2.80584)
H (6.27305, 1.24707, -4.88871)
H (4.13436, 0.09417, -5.27532)
H (2.51622, -1.53577, -4.57496)
H (2.64184, -2.27521, -2.99292)
H (0.67150, -1.35429, -2.71097)
H (1.13090, -0.10672, -0.98019)
H (2.33665, 0.92429, -1.72934)
H (-1.51119, 2.31368, -1.31850)
H (-1.30920, 0.58511, -1.10974)
H (0.78753, 2.35618, 0.16006)
H (0.04066, 0.88328, 0.76871)
H (1.81790, 2.97973, -1.90426)
H (0.21129, 3.62413, -1.86222)
H (1.06426, 4.56792, -3.75363)
H (0.19448, 3.21966, -4.46200)
H (2.55348, 1.98241, -4.20223)
H (3.17173, 3.61240, -4.04331)
H (-1.27426, 0.60794, -3.31921)
H (4.12883, -1.27971, -1.23544)
H (6.27912, -0.13456, -0.85175)
C (1.37535, 7.66539, -0.63507)
C (2.84380, 7.55152, -0.22772)
C (3.05019, 6.04277, -0.25225)
O (2.17998, 5.53812, -1.26800)
C (1.25941, 6.55481, -1.67065)
H (1.10601, 8.64079, -1.03657)
H (0.72893, 7.45636, 0.21971)
H (3.48073, 8.03432, -0.97159)
H (3.06381, 7.98810, 0.74502)
H (2.77816, 5.58970, 0.70728)
H (4.07363, 5.75304, -0.49314)
H (1.53522, 6.91232, -2.66877)
H (0.25901, 6.12205, -1.72399)
C (-2.99255, 3.57503, 4.96386)
C (-1.69131, 3.26170, 4.22634)
C (-0.67308, 4.00160, 5.08396)
O (-1.17849, 3.97663, 6.41980)
C (-2.53711, 3.53866, 6.41743)
H (-3.79420, 2.86736, 4.75777)
H (-3.34360, 4.57511, 4.70066)
H (-1.49589, 2.18719, 4.24680)
H (-1.68267, 3.58531, 3.18865)
H (-0.56878, 5.04390, 4.76229)
H (0.31426, 3.53830, 5.07406)
H (-2.58609, 2.52129, 6.82127)
H (-3.11763, 4.19481, 7.06701)
C (-1.91267, -3.33145, 2.39523)
C (-2.73906, -2.09266, 2.05292)
C (-1.71436, -1.23828, 1.32160)
O (-0.82407, -2.14417, 0.66628)
C (-1.04110, -3.47354, 1.15541)
H (-2.51648, -4.21696, 2.58684)
H (-1.29184, -3.14586, 3.27389)
H (-3.55955, -2.36394, 1.38544)
H (-3.16451, -1.59339, 2.92142)
H (-1.13887, -0.62236, 2.02229)
H (-2.15928, -0.58263, 0.57159)
H (-1.55055, -4.05601, 0.37867)
H (-0.08059, -3.94139, 1.36429)
C (-6.91630, -3.69514, 0.11064)
C (-7.30696, -4.88318, 0.98902)
C (-6.35653, -4.71502, 2.16770)
O (-6.13779, -3.31093, 2.30534)
C (-6.63497, -2.62377, 1.15646)
H (-7.68983, -3.39819, -0.59556)
H (-6.00903, -3.92445, -0.45259)
H (-8.34283, -4.78416, 1.31935)
H (-7.19691, -5.84778, 0.49618)
H (-5.39713, -5.20941, 1.97546)
H (-6.76050, -5.10003, 3.10442)
H (-7.54861, -2.08530, 1.42949)
H (-5.89010, -1.89450, 0.83407)
C (0.59013, -8.42447, 1.34157)
C (-0.87121, -8.37112, 1.78586)
C (-0.82966, -7.27008, 2.83806)
O (0.19648, -6.36609, 2.42669)
C (0.97338, -6.95082, 1.38015)
H (0.73330, -8.86847, 0.35788)
H (1.18358, -8.99048, 2.06225)
H (-1.50856, -8.07457, 0.95007)
H (-1.24439, -9.31435, 2.18134)
H (-0.57681, -7.67226, 3.82471)
H (-1.76864, -6.72060, 2.92122)
H (0.73054, -6.45398, 0.43389)
H (2.02959, -6.78618, 1.59458)

No. 3
C5H9NO | ωB97M-V/def2-TZVPD

Calculated values
ΔE to the lowest compared entry with this formula, charge and spin = 96.4 kcal/mol
E = -8865.0302 eV
HOMO = -0.3010 Ha
SMILES = C[C@@H](N)/C=C1\CO1
gap between HOMO and LUMO = 8.9 eV

Geometry (Å):
C (-1.71249, -0.11675, -0.65705)
C (-1.00072, 0.47532, 0.55552)
N (-0.97012, -0.53360, 1.62934)
C (0.47515, 0.71307, 0.48904)
C (1.31070, -0.12985, -0.11972)
C (2.06935, -0.26458, -1.32009)
O (2.67252, -0.24765, -0.00043)
H (-1.87399, 0.61265, -1.45612)
H (-2.68822, -0.50162, -0.34300)
H (-1.14818, -0.95959, -1.06811)
H (-1.54523, 1.36177, 0.90435)
H (-0.64544, -0.10982, 2.49479)
H (-0.23309, -1.17653, 1.32246)
H (0.88602, 1.31004, 1.29704)
H (2.22218, -1.14007, -1.93244)
H (2.18156, 0.70720, -1.79558)

No. 4
C7H16N4O10 | ωB97M-V/def2-TZVPD

Calculated values
ΔE to the lowest compared entry with this formula, charge and spin = 64.1 kcal/mol
E = -33938.9896 eV
HOMO = -0.3372 Ha
SMILES = CC(=O)N(C)OC(=O)O.C[N+](=O)[O-].C[N+](=O)[O-].C[N+](=O)[O-]
gap between HOMO and LUMO = 8.9 eV

Geometry (Å):
C (2.06455, -0.62030, -1.32911)
C (0.98682, 0.20321, -2.30195)
O (1.07381, 0.07583, -3.65460)
N (-0.05181, 1.03220, -1.57945)
C (0.49284, 2.34820, -1.06907)
O (-1.19124, 1.17245, -2.28009)
C (-2.05998, 0.02280, -1.86963)
O (-1.89419, -1.23576, -2.35668)
O (-3.15982, 0.15902, -0.86007)
H (2.06557, -0.04554, -0.29049)
H (3.14718, -0.66001, -1.81758)
H (1.62485, -1.69346, -1.17015)
H (-0.18046, 2.64361, -0.12993)
H (1.57418, 2.15705, -0.61711)
H (0.48714, 3.22316, -1.85054)
H (-2.97633, -0.57525, -0.20007)
C (-0.60598, 1.31831, 3.75256)
N (-0.04229, 1.11312, 2.39108)
O (1.18375, 1.21364, 2.26493)
O (-0.84637, 0.85694, 1.48736)
H (0.21095, 1.53494, 4.44421)
H (-1.29909, 2.16028, 3.69883)
H (-1.11972, 0.39830, 4.03869)
C (-6.17932, -0.67473, 0.48593)
N (-5.90441, -0.29070, 1.89676)
O (-4.91368, 0.41868, 2.10759)
O (-6.69082, -0.71212, 2.75281)
H (-5.41169, -0.23653, -0.15549)
H (-6.15232, -1.76483, 0.42987)
H (-7.16652, -0.28772, 0.22538)
C (6.75578, -2.04350, -0.78881)
N (5.33982, -1.69866, -1.08820)
O (5.02109, -0.50578, -1.01998)
O (4.58819, -2.63506, -1.38325)
H (7.29883, -1.12750, -0.54648)
H (6.75548, -2.72798, 0.06190)
H (7.17520, -2.51632, -1.67916)

No. 5
C42H63CrO24 | ωB97M-V/def2-TZVPD

Calculated values
ΔE to the lowest compared entry with this formula, charge and spin = 0.0 kcal/mol
spin multiplicity = 4
E = -122141.4182 eV
HOMO (alpha / beta) = -0.3579 / -0.3592 Ha
gap between HOMO and LUMO (alpha / beta) = 8.1 / 9.6 eV

Geometry (Å):
Cr (1.58484, -28.69866, -4.43559)
C (0.00782, -25.04397, -5.08909)
C (0.52190, -26.40877, -4.85945)
O (0.44336, -27.34225, -5.72076)
O (1.08269, -26.76818, -3.77779)
H (-1.01412, -25.06449, -5.46250)
H (0.62073, -24.53753, -5.83681)
H (0.04807, -24.45530, -4.17718)
C (4.58187, -30.42110, -2.23283)
C (3.53207, -29.82036, -3.07362)
O (2.97584, -28.71442, -2.75155)
O (3.09283, -30.30134, -4.16742)
H (4.38121, -30.27632, -1.17585)
H (5.53057, -29.94377, -2.49552)
H (4.69700, -31.48107, -2.41975)
C (-1.21400, -31.27360, -3.11217)
C (-0.33380, -30.24164, -3.69266)
O (0.17154, -29.26197, -2.98490)
O (0.05426, -30.27056, -4.89084)
H (-0.64014, -31.92542, -2.46131)
H (-1.73110, -31.78225, -3.91843)
H (-1.96058, -30.77152, -2.49090)
O (1.42618, -35.56861, -3.51194)
C (1.32069, -34.91312, -4.47450)
O (1.00669, -35.49134, -5.64976)
C (0.84148, -34.53958, -6.65985)
C (0.85994, -33.17896, -5.97851)
C (1.41263, -33.42256, -4.58110)
H (-0.07320, -34.70473, -7.22205)
H (1.68080, -34.63752, -7.35711)
H (-0.15614, -32.81023, -5.80553)
H (1.41832, -32.38344, -6.44768)
H (0.83886, -33.01437, -3.76345)
H (2.43623, -33.09819, -4.44848)
O (1.42557, -32.62667, -1.35279)
C (2.45433, -33.12597, -1.12248)
O (3.17814, -33.63613, -2.12768)
C (4.40407, -34.25267, -1.67921)
C (4.58520, -33.74886, -0.21244)
C (3.19542, -33.25756, 0.19370)
H (5.23303, -33.89401, -2.28652)
H (4.27798, -35.32624, -1.76622)
H (5.36504, -32.99655, -0.11097)
H (4.96931, -34.61191, 0.34301)
H (3.11817, -32.28860, 0.68439)
H (2.60213, -33.93280, 0.82032)
O (3.67290, -26.21334, 1.91768)
C (2.77865, -26.75337, 1.35578)
O (1.80585, -26.08193, 0.63741)
C (1.17474, -27.04794, -0.31272)
C (1.26113, -28.40835, 0.35438)
C (2.53176, -28.25879, 1.22968)
H (1.66084, -26.98412, -1.27967)
H (0.11725, -26.76462, -0.38377)
H (1.33262, -29.21267, -0.38958)
H (0.40460, -28.73117, 0.94656)
H (3.44782, -28.74550, 0.88218)
H (2.38593, -28.73980, 2.20199)
O (-2.45149, -29.41091, -10.38642)
C (-2.47590, -29.01987, -9.26986)
O (-2.09825, -27.78301, -8.95837)
C (-2.30640, -27.50891, -7.54534)
C (-2.74488, -28.84740, -6.87310)
C (-2.88638, -29.82618, -8.01066)
H (-3.06909, -26.73883, -7.39482)
H (-1.37534, -27.09403, -7.17317)
H (-3.65749, -28.64245, -6.32337)
H (-1.98758, -29.10752, -6.12886)
H (-3.90554, -30.17156, -8.20747)
H (-2.26521, -30.71334, -7.89817)
O (-0.82030, -35.18707, 0.89901)
C (-1.30925, -35.16860, -0.15619)
O (-2.64494, -35.09291, -0.33072)
C (-2.94258, -34.98292, -1.74834)
C (-1.73096, -35.59349, -2.45297)
C (-0.60151, -35.27331, -1.49995)
H (-3.10289, -33.94567, -2.03505)
H (-3.82835, -35.56352, -1.97082)
H (-1.58094, -35.23302, -3.46550)
H (-1.96134, -36.66316, -2.48675)
H (-0.31102, -34.22885, -1.68718)
H (0.24033, -35.93717, -1.56529)
O (-4.16705, -27.10575, -4.52717)
C (-3.96673, -27.53914, -3.44632)
O (-4.63599, -28.58151, -2.96687)
C (-4.08935, -29.01300, -1.67106)
C (-3.25936, -27.84433, -1.20445)
C (-2.89876, -27.07839, -2.47436)
H (-3.49765, -29.89252, -1.93612)
H (-4.85730, -29.33543, -0.98163)
H (-2.41140, -28.10068, -0.56496)
H (-3.87791, -27.23406, -0.53182)
H (-1.91560, -27.35211, -2.84298)
H (-3.04930, -26.02807, -2.27301)
O (2.07822, -29.47385, -6.65379)
C (1.74535, -29.51595, -7.79248)
O (1.35208, -28.42023, -8.42770)
C (1.11583, -28.66192, -9.86841)
C (0.92444, -30.15189, -9.93794)
C (1.74717, -30.68527, -8.72979)
H (2.01184, -28.28801, -10.37209)
H (0.25937, -28.07020, -10.16920)
H (1.22336, -30.60589, -10.88899)
H (-0.13565, -30.41581, -9.86685)
H (2.78102, -30.96651, -8.93565)
H (1.27220, -31.55413, -8.29337)
O (-4.25046, -36.19042, -4.74828)
C (-3.49417, -35.98112, -5.62356)
O (-2.99258, -34.72958, -5.83524)
C (-2.22565, -34.71925, -7.09713)
C (-1.77407, -36.16789, -7.27564)
C (-2.97261, -36.95059, -6.67814)
H (-1.37854, -34.04937, -6.98435)
H (-2.93354, -34.37083, -7.85017)
H (-0.86185, -36.33778, -6.71421)
H (-1.66918, -36.41838, -8.33019)
H (-2.64888, -37.85962, -6.18332)
H (-3.77439, -37.13612, -7.38984)
O (-4.32947, -31.28123, 0.90163)
C (-3.24153, -30.96779, 1.08270)
O (-2.30854, -30.94095, 0.07566)
C (-1.01723, -30.50313, 0.60988)
C (-1.38923, -29.69151, 1.84067)
C (-2.59808, -30.51445, 2.37312)
H (-0.49669, -29.93266, -0.15226)
H (-0.42960, -31.37204, 0.92270)
H (-1.74784, -28.69168, 1.58447)
H (-0.56533, -29.59688, 2.54611)
H (-3.29675, -29.92190, 2.95082)
H (-2.32738, -31.40687, 2.94250)

- Which formula does entry 4 have?
  C7H16N4O10

- E of number 5 (C42H63CrO24)?
  -122141.4182 eV

- Look up the E of the second one.
  -63982.6388 eV

- Which of these has the highest E?
  C5H9NO